(1)
The following is a DFT calculation (ωB97M-V/def2-TZVPD) of C3H7N2S as an isolated structure.

XYZ file:
```
13
Properties=species:S:1:pos:R:3
S 0.71047 -1.88522 -1.04917
N 2.03260 -0.29699 0.63720
N -1.45409 -0.32289 -0.27892
C 0.90866 -0.50089 -0.09074
C -0.34613 0.22525 0.42368
C -1.11227 1.11958 -0.50939
H -0.31698 0.56160 1.48551
H 2.89260 -0.70275 0.56196
H -2.23630 -0.69085 0.23291
H -0.60151 1.37002 -1.45106
H -0.73049 -1.18517 -1.04675
H -1.77465 1.88952 -0.21761
H 2.02808 0.41878 1.30238
```

Values from the calculation:
orbital gap = 9.76 eV
relative energy (zero: lowest compared OMol25 entry of this formula, charge and spin) = 2.110 eV
charge = +1

(2)
The following is a DFT calculation (ωB97M-V/def2-TZVPD) of C3H7N2S as an isolated structure.

XYZ file:
```
13
Properties=species:S:1:pos:R:3
S 0.02285 1.77475 -1.04777
N 0.53215 0.16392 0.89144
N -1.14240 -1.56824 0.86319
C -0.40733 -0.61603 0.33466
C 1.27626 1.13347 0.13744
C -0.56190 0.16309 -1.54569
H 0.22385 -0.23178 -2.15326
H 2.24516 0.78601 -0.39035
H -1.89007 -1.98347 0.24489
H -1.02202 -1.57249 1.88325
H 1.59646 2.08166 0.81031
H 0.65487 -0.05908 1.89934
H -1.52790 -0.07180 -1.92746
```

Values from the calculation:
orbital gap = 9.52 eV
relative energy (zero: lowest compared OMol25 entry of this formula, charge and spin) = 2.383 eV
charge = +1

(3)
The following is a DFT calculation (ωB97M-V/def2-TZVPD) of an isolated ion of composition C3H7N2S3 and charge +1.

XYZ file:
```
15
Properties=species:S:1:pos:R:3
S -3.74833 0.39038 -0.40388
S 1.52923 0.23822 -1.18956
S -1.03995 1.12429 0.47001
N -0.36460 -1.37783 0.13336
N -2.22270 -0.10624 0.07783
C 2.92834 1.02047 -0.35911
C -1.65906 -1.28127 -0.03852
C 0.34283 -0.11098 0.22899
H -4.41634 0.77909 0.69850
H 3.67264 0.33305 -0.15832
H -2.24769 -2.26386 -0.03362
H 2.73271 1.53497 0.60641
H 0.78585 0.00298 1.14524
H 0.27318 -2.10254 -0.37309
H 3.43390 1.81927 -0.80423
```

Values from the calculation:
orbital gap = 8.89 eV
relative energy (zero: lowest compared OMol25 entry of this formula, charge and spin) = 0.670 eV
charge = +1

(4)
The following is a DFT calculation (ωB97M-V/def2-TZVPD) of a 2-piece molecular cluster, C3H7N3 overall.

XYZ file:
```
13
Properties=species:S:1:pos:R:3
N 2.80684 -1.33796 0.32253
N -0.49856 -0.26050 0.13101
N 3.01521 -0.21435 0.19565
C -0.46718 -1.43677 -0.34035
C -1.84122 0.24417 0.36646
C 3.25858 0.95674 -0.23185
H -2.24008 -0.14911 1.19760
H 0.41512 -1.89630 -0.67120
H -2.03760 1.34213 0.46362
H -2.42200 -0.03499 -0.43915
H 3.30189 1.18383 -1.24423
H -1.19896 -2.20412 -0.50430
H 2.88699 1.69866 0.44857
```

Values from the calculation:
orbital gap = 9.37 eV
relative energy (zero: lowest compared OMol25 entry of this formula, charge and spin) = 3.835 eV

(5)
The following is a DFT calculation (ωB97M-V/def2-TZVPD) of one molecule with the formula C3H7N3.

XYZ file:
```
13
Properties=species:S:1:pos:R:3
N -0.56265 -1.41680 2.76675
N 0.51447 0.17387 -1.67859
N -0.44241 1.38746 0.71287
C -0.22160 -0.78522 1.85811
C 0.18592 0.06568 0.72733
C 0.00210 -0.69371 -0.62736
H 1.52907 0.15446 -1.66730
H -1.07726 -0.82329 -0.80317
H 0.43009 -1.71314 -0.63703
H -1.28044 1.51381 1.24376
H 0.21665 -0.12911 -2.59989
H 1.13088 0.56278 0.95384
H -0.42483 1.70321 -0.24932
```

Values from the calculation:
orbital gap = 10.21 eV
relative energy (zero: lowest compared OMol25 entry of this formula, charge and spin) = 0.952 eV

(6)
The following is a DFT calculation (ωB97M-V/def2-TZVPD) of one molecule with the formula C3H7N3.

XYZ file:
```
13
Properties=species:S:1:pos:R:3
N 0.34899 -0.90345 -0.62716
N 3.64169 -0.52754 0.32807
N 1.18633 0.11158 -0.19902
C 0.74581 1.45267 0.08965
C -0.63936 -1.32434 0.35192
C 2.55592 -0.25845 0.09194
H 0.15280 1.82725 -0.75255
H -1.15053 -2.19869 -0.04252
H -0.11386 -1.60530 1.26209
H 1.61804 2.09416 0.20776
H -0.08836 -0.64232 -1.51020
H -1.38446 -0.55344 0.59034
H 0.14147 1.50487 1.00184
```

Values from the calculation:
orbital gap = 10.16 eV
relative energy (zero: lowest compared OMol25 entry of this formula, charge and spin) = 2.086 eV

(7)
The following is a DFT calculation (ωB97M-V/def2-TZVPD) of one molecule with the formula C3H7N3.

XYZ file:
```
13
Properties=species:S:1:pos:R:3
N -0.71251 -0.40780 -0.38288
N -0.15363 0.67616 0.01365
N 1.98909 1.75907 -0.30814
C 1.12720 0.80607 -0.07904
C -0.42100 -1.76755 0.22065
C -1.71692 -1.01486 0.49834
H -0.83718 1.29601 -0.29311
H -2.57941 -1.23837 -0.19762
H 1.44023 2.66797 -0.32115
H -0.02257 -2.45800 -0.60268
H 1.61994 -0.10678 -0.28120
H -1.65170 -0.80700 1.50946
H 0.23436 -1.68776 1.08821
```

Values from the calculation:
orbital gap = 9.17 eV
relative energy (zero: lowest compared OMol25 entry of this formula, charge and spin) = 4.472 eV

(8)
The following is a DFT calculation (ωB97M-V/def2-TZVPD) of one molecule with the formula C3H7N3.

XYZ file:
```
13
Properties=species:S:1:pos:R:3
N -1.29118 -1.15408 -1.40933
N 0.91105 -0.21703 1.31571
N -0.39019 -0.94209 0.89630
C 0.98576 0.61791 0.17680
C -0.36102 0.74836 -0.43347
C -0.62996 -0.57131 -0.46307
H -0.31792 -2.05639 1.11713
H 0.45102 0.18158 2.02730
H 1.61652 1.37188 0.61480
H 1.81277 0.07746 -0.49996
H -1.27384 -0.68436 -2.25904
H -0.32541 1.28786 -1.26292
H -1.18759 1.34021 0.17974
```

Values from the calculation:
orbital gap = 9.99 eV
relative energy (zero: lowest compared OMol25 entry of this formula, charge and spin) = 3.894 eV

(9)
The following is a DFT calculation (ωB97M-V/def2-TZVPD) of C3H7N3 as an isolated structure.

XYZ file:
```
13
Properties=species:S:1:pos:R:3
N 1.22066 -1.43287 0.12456
N -0.67214 -1.58178 0.00250
N 1.73243 0.94492 -0.11418
C -1.64878 0.77469 0.14080
C -0.52451 -0.17988 -0.02136
C 0.82873 -0.08964 0.00143
H 1.57304 1.60174 -0.86388
H -1.28056 1.75610 0.44479
H -2.32862 0.39930 0.91176
H 1.09907 -1.75986 1.08094
H -0.46174 -1.99433 -0.90368
H 2.69929 0.66796 -0.02916
H -2.23689 0.89364 -0.77454
```

Values from the calculation:
orbital gap = 8.24 eV
relative energy (zero: lowest compared OMol25 entry of this formula, charge and spin) = 3.332 eV

(10)
The following is a DFT calculation (ωB97M-V/def2-TZVPD) of a 2-piece molecular cluster, C3H7N3 overall.

XYZ file:
```
13
Properties=species:S:1:pos:R:3
N -1.35593 1.67939 -0.64128
N -0.01988 -0.84692 0.04606
N -0.57785 1.92351 -1.74185
C 0.38167 2.73805 -1.64232
C 0.49807 -2.93185 1.55995
C 0.24328 -1.81564 0.65740
H -0.88790 1.90536 0.25241
H 0.48253 -2.54847 2.59387
H -0.31387 -3.64636 1.44334
H 0.95872 2.95177 -2.53824
H 0.64180 3.29651 -0.72903
H 1.47175 -3.37160 1.36747
H -1.52238 0.66626 -0.62778
```

Values from the calculation:
orbital gap = 9.26 eV
relative energy (zero: lowest compared OMol25 entry of this formula, charge and spin) = 1.781 eV

(11)
The following is a DFT calculation (ωB97M-V/def2-TZVPD) of a 2-piece molecular cluster, C3H7N3 overall.

XYZ file:
```
13
Properties=species:S:1:pos:R:3
N -0.96219 -0.16830 -0.00163
N -0.27961 -1.20558 -0.17764
N -2.38798 -0.29003 -0.16972
C -0.59154 0.93534 0.50509
C 2.76816 -0.11683 -0.63590
C 2.87980 0.93171 -0.09713
H 2.73377 -1.07427 -1.08419
H -0.88261 -2.06946 -0.38859
H 2.91781 1.84916 0.39419
H -1.23763 1.74175 0.72528
H 0.49753 1.13773 0.67420
H -2.60271 -1.22505 -0.48804
H -2.85280 -0.44617 0.74409
```

Values from the calculation:
orbital gap = 8.73 eV
relative energy (zero: lowest compared OMol25 entry of this formula, charge and spin) = 6.015 eV

(12)
The following is a DFT calculation (ωB97M-V/def2-TZVPD) of one molecule with the formula C3H7N3.

XYZ file:
```
13
Properties=species:S:1:pos:R:3
N -1.25381 -0.33264 0.34608
N -1.01761 1.05337 -0.06053
N 1.41987 0.80905 -0.07605
C 0.32509 1.39659 -0.06531
C 1.23003 -0.62407 0.28561
C -0.17599 -1.07357 -0.30690
H -0.49250 -2.08361 -0.22763
H -1.44707 1.72002 0.58460
H 2.07079 -1.22697 -0.10156
H 1.05573 -0.64825 1.43915
H 0.45018 2.44938 -0.23110
H -0.08785 -0.91253 -1.34545
H -2.07685 -0.52676 -0.24090
```

Values from the calculation:
orbital gap = 9.88 eV
relative energy (zero: lowest compared OMol25 entry of this formula, charge and spin) = 2.040 eV

(13)
The following is a DFT calculation (ωB97M-V/def2-TZVPD) of one molecule with the formula C3H7N3.

XYZ file:
```
13
Properties=species:S:1:pos:R:3
N -1.46582 -1.47286 -0.23824
N 1.18538 1.86027 -0.08856
N 0.93890 -0.32644 -1.04938
C -1.17775 -0.62618 0.84779
C 0.72886 0.66542 -0.09600
C -0.15719 0.26272 1.00782
H 1.09031 -1.28365 -0.67686
H -1.21108 -1.16874 -1.15458
H 1.79552 2.02987 -0.89312
H -1.77855 -0.84389 1.76740
H 1.65016 -0.12796 -1.76334
H -2.50788 -1.66023 -0.16463
H -0.01125 0.81604 1.96071
```

Values from the calculation:
orbital gap = 9.28 eV
relative energy (zero: lowest compared OMol25 entry of this formula, charge and spin) = 0.416 eV

(14)
The following is a DFT calculation (ωB97M-V/def2-TZVPD) of an isolated ion of composition C3H7N3 and charge +2.

XYZ file:
```
13
Properties=species:S:1:pos:R:3
N 0.64962 0.12876 0.29271
N -2.81082 0.00816 -0.06188
N 2.89472 -0.22372 -0.34230
C 1.90925 0.04546 0.46867
C -1.63825 -0.51542 0.08861
C -0.42635 0.53234 -0.13168
H -3.70340 -0.38302 0.27424
H 2.26097 0.05341 1.62956
H -2.87229 0.96856 -0.25189
H 3.77183 -0.30209 0.13829
H 2.73011 -0.56096 -1.28214
H -1.37552 -1.55877 0.38208
H -0.72019 1.38279 -0.72305
```

Values from the calculation:
orbital gap = 9.47 eV
relative energy (zero: lowest compared OMol25 entry of this formula, charge and spin) = 1.067 eV
charge = +2

(15)
The following is a DFT calculation (ωB97M-V/def2-TZVPD) of C3H7N3 as an isolated structure.

XYZ file:
```
13
Properties=species:S:1:pos:R:3
N 2.37395 -0.15788 0.07448
N -0.04028 -1.02025 -0.14301
N -2.30161 -0.22658 0.03036
C -1.07003 -0.04065 -0.15039
C -0.00479 1.07154 -0.04581
C 0.95193 -0.09498 -0.08572
H 2.94822 0.56610 -0.25096
H 2.93177 -1.01676 0.23075
H -2.86584 -0.99406 0.24907
H -0.14768 -1.96381 0.09525
H -2.98002 0.48443 0.18011
H 0.24310 1.68310 0.76062
H -0.03874 1.70981 -0.94478
```

Values from the calculation:
orbital gap = 10.94 eV
relative energy (zero: lowest compared OMol25 entry of this formula, charge and spin) = 1.045 eV
charge = +2

(16)
The following is a DFT calculation (ωB97M-V/def2-TZVPD) of one molecule with the formula C3H7N3O.

XYZ file:
```
14
Properties=species:S:1:pos:R:3
O 3.43171 -0.49908 -0.29713
N -0.39557 0.09254 -0.22572
N 0.43139 1.26525 -0.18096
N 2.15510 -0.33030 0.24353
C 1.66758 0.93798 0.00239
C -2.69756 -0.60190 -0.06475
C -1.60925 0.41272 0.00497
H -1.86912 1.41655 0.31968
H 3.95198 -0.93552 0.43532
H 2.36159 1.76751 0.08665
H 1.50851 -1.04858 -0.06977
H -2.28430 -1.56594 -0.32160
H -3.41921 -0.29763 -0.84035
H -3.23284 -0.61361 0.90774
```

Values from the calculation:
orbital gap = 9.77 eV
relative energy (zero: lowest compared OMol25 entry of this formula, charge and spin) = 3.680 eV

(17)
The following is a DFT calculation (ωB97M-V/def2-TZVPD) of one molecule with the formula C3H7N3O.

XYZ file:
```
14
Properties=species:S:1:pos:R:3
O -0.05155 -1.99772 -0.43779
N -0.78755 0.14290 -0.08751
N 1.33867 -0.47102 0.60565
N -3.01042 0.66350 -0.40133
C 2.08997 0.63954 0.01282
C 0.15899 -0.87272 -0.01970
C -2.01743 -0.06973 -0.69182
H -0.75317 0.88166 0.60331
H 1.91296 -1.29502 0.74094
H 2.81713 1.03735 0.72713
H -3.81881 0.37701 -0.94959
H -1.98773 -0.89378 -1.40832
H 2.62457 0.31729 -0.89096
H 1.40286 1.44186 -0.26759
```

Values from the calculation:
orbital gap = 10.70 eV
relative energy (zero: lowest compared OMol25 entry of this formula, charge and spin) = 0.318 eV

(18)
The following is a DFT calculation (ωB97M-V/def2-TZVPD) of one molecule with the formula C3H7N3O.

XYZ file:
```
14
Properties=species:S:1:pos:R:3
O -0.06418 -0.52216 -1.09656
N 0.62605 -1.63420 0.88863
N -0.37908 -2.38988 0.86475
N 0.82570 -0.64820 0.02726
C -1.32765 -0.07542 -0.83878
C -1.59135 0.81357 0.12110
C 1.81313 0.31774 0.34573
H 1.53455 1.07251 1.20759
H 2.70205 -0.15768 0.63162
H -1.99641 -0.34658 -1.61902
H -0.72367 1.08218 0.76103
H -2.47095 1.08146 0.60997
H -1.13311 -2.23107 0.26823
H 1.74956 0.93598 -0.61776
```

Values from the calculation:
orbital gap = 10.20 eV
relative energy (zero: lowest compared OMol25 entry of this formula, charge and spin) = 6.240 eV

| no. | maximum force (Eh/bohr) | LUMO (eV) |
| --- | --- | --- |
| 1 | 0.0840 | -4.6 |
| 2 | 0.1008 | -3.8 |
| 3 | 0.0657 | -4.2 |
| 4 | 0.0837 | 0.9 |
| 5 | 0.0474 | 0.8 |
| 6 | 0.0991 | 0.8 |
| 7 | 0.1603 | 1.0 |
| 8 | 0.1381 | 0.9 |
| 9 | 0.0317 | 0.6 |
| 10 | 0.0684 | 0.6 |
| 11 | 0.0790 | 0.9 |
| 12 | 0.0602 | 1.0 |
| 13 | 0.0630 | 0.9 |
| 14 | 0.0980 | -10.7 |
| 15 | 0.1277 | -10.3 |
| 16 | 0.0358 | 0.9 |
| 17 | 0.0123 | 0.9 |
| 18 | 0.0897 | 1.0 |